This record from the Open Molecules 2025 dataset describes a 6-piece molecular cluster, C18H39NO7S2Si overall. The level of theory is ωB97M-V/def2-TZVPD.

Each atom is followed by the atoms it is bonded to, with distances in Å.
Element x y z (Å)
1 H 2.228 3.858 4.092  N2 1.022
2 N 2.256 4.730 3.559  H1 1.022, C3 1.262
3 C 2.546 4.497 2.352  N2 1.262, C4 1.507, H11 1.094
4 C 2.830 3.155 1.729  C3 1.507, Si5 1.867, H12 1.094, H13 1.096
5 Si 1.896 2.899 0.133  C4 1.867, S6 2.119, S7 2.221, H14 1.475
6 S 3.062 2.446 -1.577  Si5 2.119, H15 1.338
7 S 0.466 1.226 0.436  Si5 2.221, C8 1.770, O9 1.452, O10 1.454
8 C -0.189 0.853 -1.165  S7 1.770, H16 1.091, H17 1.090, H18 1.088
9 O -0.641 1.706 1.245  S7 1.452
10 O 1.234 0.079 0.893  S7 1.454
11 H 2.602 5.360 1.681  C3 1.094
12 H 2.636 2.359 2.454  C4 1.094
13 H 3.901 3.098 1.499  C4 1.096
14 H 1.108 4.088 -0.242  Si5 1.475
15 H 3.662 1.336 -1.130  S6 1.338
16 H -0.439 1.783 -1.677  C8 1.091
17 H -1.090 0.268 -0.981  C8 1.090
18 H 0.547 0.295 -1.741  C8 1.088
19 C 4.471 1.394 6.082  C20 1.509, H23 1.087, H24 1.091, H25 1.091
20 C 5.212 1.388 4.767  C19 1.509, C21 1.509, O22 1.209
21 C 6.541 0.675 4.745  C20 1.509, H26 1.091, H27 1.091, H28 1.087
22 O 4.764 1.927 3.782  C20 1.209
23 H 3.533 1.933 5.979  C19 1.087
24 H 4.272 0.369 6.402  C19 1.091
25 H 5.082 1.865 6.853  C19 1.091
26 H 6.407 -0.372 5.023  C21 1.091
27 H 7.217 1.123 5.474  C21 1.091
28 H 6.978 0.738 3.752  C21 1.087
29 C 4.321 -1.762 -4.224  C30 1.509, H33 1.087, H34 1.091, H35 1.092
30 C 4.614 -0.986 -2.963  C29 1.509, C31 1.510, O32 1.209
31 C 4.453 -1.730 -1.659  C30 1.510, H36 1.091, H37 1.092, H38 1.087
32 O 4.952 0.175 -2.997  C30 1.209
33 H 4.467 -1.125 -5.092  C29 1.087
34 H 4.978 -2.631 -4.289  C29 1.091
35 H 3.293 -2.129 -4.204  C29 1.092
36 H 5.111 -2.600 -1.642  C31 1.091
37 H 3.428 -2.091 -1.556  C31 1.092
38 H 4.695 -1.077 -0.823  C31 1.087
39 C -5.497 3.485 3.101  C40 1.512, H43 1.087, H44 1.092, H45 1.091
40 C -4.948 3.170 1.728  C39 1.512, C41 1.506, O42 1.209
41 C -3.618 2.465 1.683  C40 1.506, H46 1.092, H47 1.091, H48 1.086
42 O -5.553 3.470 0.725  C40 1.209
43 H -6.455 3.990 3.011  C39 1.087
44 H -5.617 2.564 3.675  C39 1.092
45 H -4.795 4.119 3.647  C39 1.091
46 H -3.682 1.507 2.203  C41 1.092
47 H -2.850 3.052 2.187  C41 1.091
48 H -3.316 2.299 0.652  C41 1.086
49 C -3.967 -1.760 -2.284  C50 1.506, H53 1.087, H54 1.091, H55 1.090
50 C -3.755 -0.405 -2.908  C49 1.506, C51 1.509, O52 1.211
51 C -4.985 0.297 -3.429  C50 1.509, H56 1.091, H57 1.092, H58 1.087
52 O -2.658 0.102 -2.986  C50 1.211
53 H -3.018 -2.164 -1.939  C49 1.087
54 H -4.658 -1.682 -1.443  C49 1.091
55 H -4.417 -2.445 -3.002  C49 1.090
56 H -5.699 0.445 -2.617  C51 1.091
57 H -5.473 -0.319 -4.186  C51 1.092
58 H -4.711 1.259 -3.854  C51 1.087
59 C -3.040 -6.394 -1.837  C60 1.510, H63 1.087, H64 1.091, H65 1.092
60 C -4.142 -5.787 -2.671  C59 1.510, C61 1.510, O62 1.208
61 C -4.327 -6.351 -4.059  C60 1.510, H66 1.091, H67 1.092, H68 1.087
62 O -4.839 -4.894 -2.250  C60 1.208
63 H -3.003 -5.910 -0.865  C59 1.087
64 H -3.214 -7.464 -1.709  C59 1.091
65 H -2.081 -6.277 -2.344  C59 1.092
66 H -4.541 -7.420 -4.002  C61 1.091
67 H -3.407 -6.233 -4.636  C61 1.092
68 H -5.144 -5.840 -4.561  C61 1.087

The total energy is -64669.04207 eV. Its HOMO-LUMO gap is 0.3535 Eh. The LUMO energy is 0.45 eV. The HOMO energy comes out at -0.33691 Eh.